[1]
C7H10 | ωB97M-V/def2-TZVPD

Each line ends with the natural charge from an NBO analysis.
Geometry (Å):
C (0.222, -0.392, 1.754)  -0.610
C (0.302, 0.855, 0.901)  -0.219
C (1.522, 1.116, 0.057)  -0.421
C (0.202, 0.799, -0.598)  -0.211
C (-0.009, -0.505, -1.348)  -0.487
C (-1.405, -0.950, -1.287)  0.021
C (-2.554, -1.309, -1.227)  -0.270
H (0.694, -0.218, 2.727)  0.213
H (-0.817, -0.697, 1.922)  0.218
H (0.742, -1.235, 1.285)  0.202
H (-0.158, 1.734, 1.348)  0.213
H (1.925, 2.124, -0.009)  0.218
H (2.285, 0.340, 0.063)  0.207
H (-0.304, 1.646, -1.057)  0.218
H (0.639, -1.291, -0.943)  0.232
H (0.282, -0.378, -2.399)  0.239
H (-3.567, -1.639, -1.188)  0.237

Calculated values
Kohn-Sham gap ... 10.96 eV
Relative energy (zero: lowest compared OMol25 entry of this formula, charge and spin) ... 237.3 kJ/mol
Structure (SMILES) ... C#CC[C@@H]1C[C@@H]1C
Multiplicity ... 1
HOMO level ... -9.8 eV
LUMO level ... 1.1 eV
E_tot ... -7418.575 eV

[2]
C5H9NO2 | ωB97M-V/def2-TZVPD

Each line ends with the natural charge from an NBO analysis.
Geometry (Å):
C (-0.512, 0.347, 0.555)  -0.175
C (-0.877, 1.658, -0.150)  -0.601
N (-1.734, -0.263, 1.060)  -0.338
C (0.205, -0.548, -0.457)  0.544
C (1.649, -0.288, -0.624)  -0.335
C (2.389, -1.018, -1.450)  -0.266
O (-1.426, -1.171, 2.123)  -0.596
O (-0.401, -1.385, -1.087)  -0.549
H (-1.853, -0.797, 2.905)  0.468
H (-2.121, -0.849, 0.315)  0.360
H (0.141, 0.548, 1.410)  0.213
H (2.073, 0.512, -0.034)  0.208
H (-1.403, 2.310, 0.541)  0.226
H (-1.527, 1.452, -0.997)  0.216
H (0.018, 2.160, -0.507)  0.211
H (1.934, -1.814, -2.018)  0.214
H (3.445, -0.855, -1.584)  0.200

Calculated values
Kohn-Sham gap ... 9.46 eV
Relative energy (zero: lowest compared OMol25 entry of this formula, charge and spin) ... 277.3 kJ/mol
Structure (SMILES) ... C=CC(=O)[C@@H](C)NO
Multiplicity ... 1
HOMO level ... -9.3 eV
LUMO level ... 0.2 eV
E_tot ... -10913.701 eV

[3]
C8H18FN3O2 | ωB97M-V/def2-TZVPD

Each line ends with the natural charge from an NBO analysis.
Geometry (Å):
C (3.639, 0.261, 0.466)  -0.248
O (2.922, 0.288, -0.750)  -0.536
C (2.511, -0.982, -1.171)  0.114
N (1.161, -0.908, -1.691)  -0.643
C (0.164, -0.356, -0.815)  0.590
F (0.560, -0.600, 0.556)  -0.429
C (-1.163, -1.124, -0.977)  -0.085
O (-1.996, -0.899, 0.129)  -0.541
C (-2.247, -2.005, 0.970)  0.113
N (-2.237, -1.546, 2.361)  -0.850
N (-0.053, 0.997, -1.069)  -0.532
C (-0.740, 1.817, -0.386)  0.455
C (-1.928, 2.522, -0.989)  -0.683
C (-0.387, 2.226, 1.021)  -0.707
H (4.562, -0.320, 0.359)  0.163
H (3.870, 1.286, 0.742)  0.193
H (3.042, -0.193, 1.263)  0.176
H (3.153, -1.312, -1.999)  0.164
H (2.615, -1.731, -0.374)  0.144
H (0.866, -1.798, -2.066)  0.365
H (-1.661, -0.736, -1.867)  0.199
H (-0.973, -2.187, -1.150)  0.170
H (-1.489, -2.781, 0.834)  0.148
H (-3.245, -2.394, 0.748)  0.155
H (-1.872, -0.599, 2.354)  0.371
H (-1.551, -2.081, 2.880)  0.356
H (-2.674, 2.668, -0.210)  0.222
H (-1.655, 3.479, -1.436)  0.235
H (-2.348, 1.888, -1.766)  0.229
H (-1.267, 2.313, 1.657)  0.219
H (0.046, 3.228, 0.932)  0.232
H (0.376, 1.579, 1.442)  0.242

Calculated values
Kohn-Sham gap ... 9.33 eV
Relative energy (zero: lowest compared OMol25 entry of this formula, charge and spin) ... 0.0 kJ/mol
Structure (SMILES) ... COCN[C@](F)(COCN)N=C(C)C
Multiplicity ... 1
HOMO level ... -8.4 eV
LUMO level ... 0.9 eV
E_tot ... -19868.323 eV

[4]
C28H49BrNOP3Ti | ωB97M-V/def2-TZVPD

Each line ends with the Mulliken spin population.
Geometry (Å):
N (-5.624, -0.981, 3.246)  0.004
C (-4.928, 0.002, 3.825)  -0.002
C (-4.062, 0.803, 3.083)  0.003
C (-4.076, 0.751, 1.676)  -0.009
C (-4.913, -0.222, 1.087)  0.005
C (-5.663, -1.078, 1.919)  -0.002
C (-3.220, 1.639, 0.861)  0.037
Ti (0.030, 0.489, -0.221)  1.768
P (2.309, 0.576, -1.180)  0.030
C (-2.966, 1.428, -0.487)  -0.101
C (-1.960, 2.132, -1.282)  0.027
C (-1.945, 1.999, -2.707)  0.029
C (-0.963, 2.618, -3.471)  0.005
C (0.011, 3.297, -2.756)  0.017
C (-0.131, 3.747, -1.462)  0.005
C (-1.115, 3.120, -0.698)  0.037
Br (1.699, 3.759, -3.829)  0.000
H (-2.715, 2.419, 1.439)  0.001
H (-3.381, 0.493, -0.925)  0.026
H (-3.314, 1.352, 3.616)  0.001
H (-4.890, -0.447, 0.017)  0.004
H (-4.989, 0.075, 4.906)  0.000
H (-6.249, -1.910, 1.479)  0.000
H (-2.747, 1.446, -3.197)  0.007
H (-1.327, 3.450, 0.309)  0.003
H (-0.832, 2.457, -4.547)  0.000
H (0.598, 4.426, -1.054)  0.003
P (-0.474, -2.044, -0.442)  0.008
C (2.818, 2.155, -0.387)  0.009
C (3.547, 3.108, -1.298)  0.007
H (3.426, 1.952, 0.506)  0.001
H (1.925, 2.668, 0.006)  -0.003
H (3.710, 4.080, -0.828)  0.000
H (4.499, 2.733, -1.674)  0.000
H (2.893, 3.322, -2.160)  -0.001
C (1.877, 0.587, -2.935)  -0.027
C (3.013, 0.685, -3.940)  -0.002
H (1.250, 1.476, -3.078)  0.011
H (1.211, -0.230, -3.219)  -0.001
H (2.614, 0.930, -4.929)  0.000
H (3.719, 1.481, -3.702)  0.000
H (3.557, -0.249, -4.048)  0.000
C (3.658, -0.613, -0.990)  0.003
C (5.040, -0.049, -1.269)  -0.002
H (3.467, -1.493, -1.625)  0.002
H (3.610, -0.981, 0.037)  -0.001
H (5.792, -0.828, -1.126)  0.000
H (5.160, 0.313, -2.295)  0.000
H (5.278, 0.760, -0.581)  0.000
C (0.444, -3.351, 0.468)  0.018
C (1.937, -3.394, 0.202)  0.019
H (-0.009, -4.331, 0.266)  -0.002
H (0.276, -3.157, 1.532)  -0.002
H (2.370, -4.358, 0.499)  0.000
H (2.182, -3.249, -0.850)  -0.002
H (2.475, -2.625, 0.762)  -0.004
C (-0.231, -2.426, -2.220)  -0.003
C (-1.276, -1.749, -3.093)  0.036
H (-0.208, -3.513, -2.375)  -0.001
H (0.772, -2.074, -2.503)  -0.018
H (-1.172, -2.030, -4.145)  0.000
H (-2.284, -2.009, -2.781)  0.005
H (-1.204, -0.659, -3.049)  0.011
C (-2.197, -2.555, -0.053)  -0.027
C (-2.514, -2.896, 1.402)  0.013
H (-2.485, -3.388, -0.705)  -0.001
H (-2.819, -1.701, -0.333)  0.026
H (-3.556, -3.222, 1.492)  0.001
H (-1.903, -3.696, 1.824)  0.000
H (-2.409, -2.026, 2.055)  -0.003
C (-0.917, -0.182, 4.126)  0.002
P (0.522, 0.226, 3.130)  0.029
C (1.477, 1.498, 3.952)  0.000
C (1.563, -1.229, 3.340)  0.006
O (0.221, 0.610, 1.685)  0.002
H (-0.581, -0.560, 5.105)  0.000
H (-1.563, -0.948, 3.667)  -0.002
H (-1.565, 0.680, 4.313)  0.000
H (1.664, 1.212, 4.996)  0.000
H (2.439, 1.622, 3.434)  0.000
H (0.963, 2.462, 3.947)  0.000
H (1.262, -2.078, 2.718)  -0.002
H (2.597, -0.961, 3.122)  0.000
H (1.501, -1.543, 4.402)  0.000

Calculated values
Charge ... +2
Kohn-Sham gap (spin up / spin down) ... 7.21 / 7.62 eV
Expectation value of S² ... 2.005
Relative energy (zero: lowest compared OMol25 entry of this formula, charge and spin) ... 12.0 kJ/mol
Multiplicity ... 3
HOMO level (spin up / spin down) ... -13.3 / -13.7 eV
LUMO level (spin up / spin down) ... -6.0 / -6.1 eV
E_tot ... -154379.987 eV

Please write out number 1 again, unchanged.
C7H10 | ωB97M-V/def2-TZVPD

Each line ends with the natural charge from an NBO analysis.
Geometry (Å):
C (0.222, -0.392, 1.754)  -0.610
C (0.302, 0.855, 0.901)  -0.219
C (1.522, 1.116, 0.057)  -0.421
C (0.202, 0.799, -0.598)  -0.211
C (-0.009, -0.505, -1.348)  -0.487
C (-1.405, -0.950, -1.287)  0.021
C (-2.554, -1.309, -1.227)  -0.270
H (0.694, -0.218, 2.727)  0.213
H (-0.817, -0.697, 1.922)  0.218
H (0.742, -1.235, 1.285)  0.202
H (-0.158, 1.734, 1.348)  0.213
H (1.925, 2.124, -0.009)  0.218
H (2.285, 0.340, 0.063)  0.207
H (-0.304, 1.646, -1.057)  0.218
H (0.639, -1.291, -0.943)  0.232
H (0.282, -0.378, -2.399)  0.239
H (-3.567, -1.639, -1.188)  0.237

Calculated values
Kohn-Sham gap ... 10.96 eV
Relative energy (zero: lowest compared OMol25 entry of this formula, charge and spin) ... 237.3 kJ/mol
Structure (SMILES) ... C#CC[C@@H]1C[C@@H]1C
Multiplicity ... 1
HOMO level ... -9.8 eV
LUMO level ... 1.1 eV
E_tot ... -7418.575 eV

- Which formula does entry 3 have?
  C8H18FN3O2

- Which of these has the lowest relative energy (zero: lowest compared OMol25 entry of this formula, charge and spin)?
  C8H18FN3O2